{
  "formula": "C7H13N2O",
  "method": "the ωB97M-V functional and the def2-TZVPD basis",
  "e_tot_ha": -458.9016,
  "de_lowest_kj_mol": 452.36,
  "smiles": "C#CC(=O)CN(C)CC[NH3+]",
  "charge": 1,
  "orbital_gap_ev": 9.50,
  "symbols": ["C", "C", "C", "O", "C", "N", "C", "C", "C", "N", "H", "H", "H", "H", "H", "H", "H", "H", "H", "H", "H", "H", "H"],
  "xyz": [[4.701, -0.568, -1.434], [3.658, -0.457, -0.809], [2.378, -0.381, -0.192], [2.150, -0.795, 0.933], [1.245, 0.103, -1.111], [-0.025, -0.025, -0.518], [-1.057, -0.387, -1.459], [-0.406, 0.981, 0.426], [-1.393, 0.267, 1.390], [-0.516, -0.650, 2.235], [5.781, -0.708, -1.747], [1.597, 1.063, -1.253], [1.301, -0.371, -2.130], [-1.037, -1.438, -1.394], [-1.954, 0.109, -1.323], [-0.717, -0.078, -2.382], [-1.023, 1.849, 0.086], [0.431, 1.303, 1.040], [-1.759, 0.954, 2.041], [-2.096, -0.257, 0.854], [-0.815, -1.725, 2.248], [0.407, -0.633, 1.677], [-0.412, -0.578, 3.249]],
  "nbo_charge": [-0.047, -0.191, 0.537, -0.556, -0.303, -0.471, -0.412, -0.222, -0.196, -0.754, 0.280, 0.214, 0.252, 0.212, 0.205, 0.203, 0.208, 0.215, 0.216, 0.223, 0.445, 0.492, 0.447]
}

{
  "formula": "C7H13N2O",
  "method": "the ωB97M-V functional and the def2-TZVPD basis",
  "e_tot_ha": -458.9264,
  "de_lowest_kj_mol": 387.26,
  "charge": 1,
  "orbital_gap_ev": [7.57, 7.52],
  "symbols": ["C", "C", "C", "C", "C", "C", "C", "N", "N", "O", "H", "H", "H", "H", "H", "H", "H", "H", "H", "H", "H", "H", "H"],
  "xyz": [[0.138, -0.495, -1.642], [1.307, -0.343, 1.007], [0.452, 1.024, -1.542], [-0.603, 1.498, -0.586], [-1.120, 0.237, 0.070], [1.573, -0.113, 2.463], [-2.007, 0.025, 1.189], [-0.835, -0.771, -0.788], [0.636, -1.335, -2.564], [1.589, -0.949, 0.064], [1.466, 1.121, -1.149], [0.244, 1.483, -2.491], [-0.458, 2.168, 0.235], [-1.517, 1.892, -1.041], [2.647, 0.013, 2.734], [1.390, -1.138, 2.894], [0.975, 0.674, 2.705], [-2.993, 0.094, 0.828], [-1.855, 0.935, 1.858], [-1.812, -0.850, 1.849], [-1.232, -1.731, -0.574], [1.604, -1.057, -2.875], [0.411, -2.382, -2.644]],
  "nbo_charge": [0.539, 0.578, -0.462, -0.459, 0.239, -0.748, -0.687, -0.528, -0.777, -0.510, 0.252, 0.263, 0.251, 0.225, 0.270, 0.281, 0.246, 0.234, 0.247, 0.245, 0.439, 0.429, 0.435]
}

{
  "formula": "C7H13N2O",
  "method": "the ωB97M-V functional and the def2-TZVPD basis",
  "e_tot_ha": -458.7780,
  "de_lowest_kj_mol": 166.38,
  "multiplicity": 3,
  "charge": 1,
  "orbital_gap_ev": [6.96, 7.01],
  "symbols": ["C", "C", "C", "C", "C", "C", "C", "N", "N", "O", "H", "H", "H", "H", "H", "H", "H", "H", "H", "H", "H", "H", "H"],
  "xyz": [[-1.558, -0.628, 0.722], [-0.862, -1.164, -0.439], [-1.191, 0.452, 1.309], [0.382, -1.053, -0.766], [-0.190, 1.328, 0.642], [-0.946, 1.883, -0.642], [1.624, -2.942, -0.964], [0.550, 2.475, 1.234], [0.885, 0.409, 0.176], [1.382, -1.631, -1.369], [-2.590, -1.017, 0.924], [-1.421, -1.880, -0.943], [-1.719, 0.868, 2.197], [-0.511, 2.793, -1.139], [-1.883, 2.192, -0.428], [-1.057, 1.114, -1.366], [0.769, -3.478, -0.956], [2.082, -2.928, 0.013], [2.269, -3.445, -1.701], [1.108, 2.260, 2.019], [-0.024, 3.326, 1.273], [1.552, 0.192, 0.875], [1.350, 0.873, -0.672]],
  "mulliken_spin": [0.221, 0.247, 0.726, 0.571, -0.068, 0.096, 0.049, 0.009, 0.049, 0.054, 0.010, 0.029, 0.022, 0.007, 0.004, -0.009, 0.002, -0.015, 0.004, -0.002, -0.003, -0.009, 0.004]
}

{
  "formula": "C7H13N2O2P",
  "method": "the ωB97M-V functional and the def2-TZVPD basis",
  "e_tot_ha": -875.7210,
  "de_lowest_kj_mol": 224.30,
  "orbital_gap_ev": 8.72,
  "symbols": ["C", "C", "C", "C", "C", "C", "C", "N", "N", "O", "O", "P", "H", "H", "H", "H", "H", "H", "H", "H", "H", "H", "H", "H", "H"],
  "xyz": [[-2.535, 1.403, -1.203], [-2.556, 0.580, -0.316], [2.636, 1.414, 0.660], [-2.642, -0.194, 0.878], [0.896, 2.714, -0.247], [-2.415, -2.442, 0.091], [2.183, -1.841, 0.049], [1.424, 1.558, 0.287], [-2.682, -1.427, 1.086], [0.585, 0.001, -1.360], [1.306, -1.105, 0.867], [0.244, -0.038, 0.100], [-2.148, 1.882, -2.101], [3.525, 2.080, 0.485], [2.873, 0.459, 1.188], [-2.900, 0.416, 1.761], [0.087, 3.146, 0.263], [1.660, 3.485, -0.407], [0.605, 2.367, -1.146], [-2.309, -2.196, -0.972], [-1.684, -3.108, 0.461], [-3.383, -3.089, 0.041], [2.005, -1.597, -0.988], [2.048, -2.880, 0.272], [3.176, -1.584, 0.251]],
  "nbo_charge": [-0.200, -0.096, 0.021, 0.029, -0.438, -0.469, -0.269, -0.438, -0.360, -1.155, -0.843, 1.547, 0.249, 0.184, 0.212, 0.196, 0.226, 0.189, 0.243, 0.196, 0.217, 0.210, 0.212, 0.180, 0.157]
}

> Number 4 is which compound?

C7H13N2O2P

> What is the formula in the first record?

C7H13N2O